Computed, not measured: a cluster of 2 separate species, C11H17FN2O2 in total in a non-equilibrium geometry, with ωB97M-V/def2-TZVPD.

## Properties
* ΔE to the lowest compared entry with this formula, charge and spin: 0.0 kcal per mole
* 2S+1: 1
* orbital gap: 10.51 eV
* SMILES string: [H]/N=C(\C)C[C@H]1C(=O)OC[C@@H]1F.CCCC#N
* HOMO level: -0.364 Eh
* largest force on an atom: 1.70 eV/Å
* charge: 0
* lowest unoccupied orbital energy: 0.61 eV
* E: -21475.0674 eV

Structure (XYZ):
```
33
Properties=species:S:1:pos:R:3:forces:R:3:lowdin_charge:R:1
C 0.7075 1.6281 0.1255 -0.6 0.1 -0.3 -0.026
C -0.0940 1.0766 -1.0386 0.4 -0.1 -0.1 -0.429
N -0.0251 -0.1187 -1.4517 -0.3 0.2 -0.1 0.165
C -1.0615 2.0244 -1.6877 -0.7 -0.2 0.1 -0.090
C -2.3017 2.1102 -0.7898 1.1 -0.1 0.5 -0.167
C -3.2943 3.2131 -1.0378 0.2 0.7 -0.8 -0.419
O -3.0690 4.3247 -1.4653 -0.5 -1.5 0.6 0.130
O -4.5151 2.7658 -0.6545 0.1 0.7 -0.2 0.045
C -4.4840 1.4073 -0.2262 0.1 -0.4 0.0 -0.075
C -3.0669 0.8419 -0.4492 -0.5 1.4 0.1 -0.227
F -2.6008 0.3907 0.7855 0.0 -0.6 -0.2 -0.011
H 0.6320 2.7109 0.1424 0.2 0.2 0.1 0.077
H 1.7459 1.3342 0.0470 0.2 -0.1 0.1 0.064
H 0.2594 1.2660 1.0473 0.1 -0.1 0.2 0.082
H 0.6597 -0.6329 -0.9098 0.2 -0.2 0.0 0.007
H -0.6519 3.0277 -1.7338 0.1 0.1 -0.3 0.122
H -1.3160 1.6554 -2.6746 0.0 0.0 -0.2 0.125
H -1.8810 2.3872 0.1826 -0.1 0.2 0.2 0.164
H -4.6697 1.3538 0.8421 -0.2 0.1 0.1 0.133
H -5.2787 0.8990 -0.7585 0.0 -0.2 -0.1 0.130
H -3.0003 0.0587 -1.1911 0.1 -0.3 0.0 0.155
C 3.0905 -4.2003 0.8655 0.0 0.0 0.0 -0.108
C 3.5644 -3.0237 1.7110 0.0 -0.2 0.0 -0.260
C 2.7875 -1.7338 1.4244 0.1 -0.1 0.0 -0.187
C 2.9401 -1.3237 0.0269 0.0 0.0 0.1 -0.250
N 3.0589 -1.0128 -1.0715 0.1 0.0 0.0 0.170
H 3.2417 -4.0126 -0.1981 0.0 0.0 0.0 0.072
H 3.6457 -5.1021 1.1216 0.0 0.0 0.0 0.073
H 2.0299 -4.3996 1.0289 0.0 0.0 0.0 0.078
H 4.6274 -2.8527 1.5338 0.0 0.1 0.0 0.112
H 3.4519 -3.2668 2.7686 0.0 0.1 0.0 0.108
H 3.1435 -0.9214 2.0585 0.0 0.0 0.0 0.119
H 1.7239 -1.8748 1.6268 0.0 0.0 0.0 0.121
```
Forces are in eV/Å.